{
  "formula": "C22H48N4O2SSi",
  "method": "ωB97M-V with the def2-TZVPD basis set",
  "smiles": "C[Si](C)(C)OCC[C@H]1C[C@@H](N=C=S)C(=O)N1.CCN(CC)CC.CCN(CC)CC",
  "homo_lumo_gap_ha": 0.256,
  "lumo_energy_ev": -0.93,
  "homo_energy_ev": -7.90,
  "species": ["C", "Si", "C", "C", "O", "C", "C", "C", "C", "C", "N", "C", "S", "C", "O", "N", "H", "H", "H", "H", "H", "H", "H", "H", "H", "H", "H", "H", "H", "H", "H", "H", "H", "H", "C", "C", "N", "C", "C", "C", "C", "H", "H", "H", "H", "H", "H", "H", "H", "H", "H", "H", "H", "H", "H", "H", "C", "C", "N", "C", "C", "C", "C", "H", "H", "H", "H", "H", "H", "H", "H", "H", "H", "H", "H", "H", "H", "H"],
  "coordinates": [[2.922, -4.440, 0.813], [1.455, -3.597, -0.105], [2.149, -1.884, -0.769], [1.060, -4.666, -1.657], [0.072, -3.195, 0.900], [-0.926, -4.274, 0.947], [-2.309, -3.580, 1.583], [-3.288, -3.278, 0.280], [-4.073, -4.647, -0.258], [-5.095, -3.976, -1.394], [-6.331, -4.849, -1.260], [-6.074, -6.068, -1.899], [-5.858, -7.585, -2.671], [-5.187, -2.412, -0.897], [-5.881, -1.453, -1.557], [-4.395, -2.255, 0.408], [3.215, -3.887, 1.801], [3.860, -4.367, 0.087], [2.746, -5.611, 0.961], [2.566, -1.330, 0.180], [1.182, -1.290, -1.114], [2.933, -2.046, -1.625], [0.142, -4.137, -2.204], [0.718, -5.753, -1.387], [1.934, -4.686, -2.458], [-1.248, -4.703, -0.093], [-0.665, -5.160, 1.671], [-2.839, -4.272, 2.369], [-2.005, -2.517, 2.011], [-2.694, -2.921, -0.663], [-4.588, -5.075, 0.704], [-3.268, -5.350, -0.786], [-4.558, -4.136, -2.436], [-4.914, -2.657, 1.243], [6.533, 4.302, 1.111], [5.425, 3.492, 0.444], [5.164, 2.192, 1.073], [4.274, 1.337, 0.280], [2.837, 1.810, 0.074], [4.879, 2.214, 2.510], [3.682, 3.035, 2.977], [7.475, 3.746, 1.131], [6.700, 5.228, 0.552], [6.273, 4.587, 2.135], [5.740, 3.321, -0.593], [4.521, 4.106, 0.400], [4.255, 0.329, 0.715], [4.730, 1.202, -0.711], [2.230, 1.651, 0.967], [2.371, 1.227, -0.730], [2.778, 2.860, -0.213], [5.769, 2.581, 3.033], [4.764, 1.185, 2.875], [3.609, 4.001, 2.471], [3.768, 3.236, 4.050], [2.744, 2.494, 2.832], [-4.228, 4.834, -0.288], [-2.775, 4.585, -0.682], [-2.164, 3.419, -0.032], [-0.712, 3.341, -0.236], [-0.209, 3.128, -1.660], [-2.876, 2.148, -0.181], [-3.108, 1.634, -1.598], [-4.330, 4.964, 0.794], [-4.589, 5.748, -0.772], [-4.885, 4.020, -0.607], [-2.211, 5.481, -0.392], [-2.714, 4.515, -1.772], [-0.297, 2.555, 0.407], [-0.268, 4.272, 0.144], [-0.332, 2.091, -1.979], [0.865, 3.345, -1.707], [-0.701, 3.782, -2.382], [-3.851, 2.239, 0.312], [-2.361, 1.371, 0.397], [-3.410, 2.423, -2.290], [-3.906, 0.883, -1.591], [-2.217, 1.143, -1.996]],
  "forces_ev_per_a": [[1.0, -0.9, 0.1], [0.9, 1.1, -0.3], [-1.1, 0.2, 0.7], [-1.3, -0.2, -1.2], [0.4, -2.6, -1.6], [-2.1, 0.3, 1.3], [0.1, 1.1, -1.6], [0.3, -1.5, -1.5], [1.7, 2.0, -0.1], [2.6, -1.4, 1.2], [2.1, -6.7, -4.8], [-1.3, 3.0, 1.5], [-0.7, 4.9, 2.6], [-4.0, 3.4, -2.2], [4.9, -6.3, 4.7], [-0.5, -1.4, -0.7], [-0.6, -1.3, -1.7], [-1.9, -0.1, 1.4], [0.4, 2.6, 0.0], [-0.5, -0.9, -2.1], [2.2, -1.0, 0.4], [-1.5, 0.6, 1.7], [1.8, -1.2, 1.0], [0.7, 1.9, -0.7], [-1.7, 0.0, 1.9], [1.0, 0.8, 1.8], [0.0, 1.7, -1.5], [1.0, 1.4, -1.5], [-0.6, -2.4, -0.6], [-0.4, -0.6, 2.0], [0.7, 0.4, -2.3], [-2.1, 1.2, 1.3], [-1.3, 0.9, 2.0], [-0.1, 1.1, -1.4], [0.0, 0.0, 0.1], [0.1, -0.2, 0.2], [0.0, -0.3, -0.1], [0.3, 0.1, -0.2], [-0.3, -0.2, -0.1], [0.4, 0.1, 0.0], [-0.3, 0.0, 0.3], [-0.1, 0.0, 0.0], [-0.1, -0.1, 0.0], [0.1, 0.0, -0.1], [-0.2, -0.2, 0.1], [-0.1, 0.2, -0.1], [0.1, 0.2, 0.1], [0.1, 0.2, 0.2], [0.0, 0.1, -0.1], [0.1, 0.1, 0.1], [0.0, 0.0, 0.1], [0.0, 0.0, -0.2], [0.0, 0.0, -0.3], [0.0, -0.1, 0.0], [0.0, 0.0, -0.1], [0.0, 0.2, 0.0], [-0.1, -0.1, 0.0], [0.0, -0.2, 0.2], [0.3, 0.0, 0.2], [-0.1, 0.3, 0.2], [0.4, -0.2, -0.2], [-0.3, 0.2, 0.2], [-0.1, -0.4, -0.2], [0.0, -0.1, -0.1], [0.1, -0.1, 0.0], [0.1, 0.1, 0.1], [0.2, -0.3, 0.0], [0.0, 0.1, -0.2], [-0.2, 0.0, -0.1], [-0.2, 0.0, 0.0], [-0.1, 0.1, -0.1], [-0.1, 0.0, 0.0], [0.0, 0.0, 0.0], [0.1, 0.2, -0.1], [0.1, 0.3, 0.0], [0.0, 0.0, 0.1], [0.1, 0.1, 0.0], [-0.1, 0.1, -0.1]]
}

---

{
  "formula": "C22H49F15N5O12",
  "method": "ωB97M-V with the def2-TZVPD basis set",
  "s2": 0.76,
  "homo_lumo_gap_ha": [0.192, 0.094],
  "lumo_energy_ev": [-12.95, -15.61],
  "homo_energy_ev": [-18.18, -18.18],
  "multiplicity": 2,
  "charge": 4,
  "species": ["N", "H", "H", "H", "H", "N", "H", "H", "H", "H", "N", "H", "H", "H", "H", "N", "H", "H", "H", "H", "N", "H", "H", "H", "H", "O", "C", "C", "O", "H", "H", "H", "H", "C", "C", "O", "C", "O", "C", "F", "F", "F", "H", "H", "H", "H", "H", "C", "C", "O", "C", "O", "C", "F", "F", "F", "H", "H", "H", "H", "H", "C", "C", "O", "C", "O", "C", "F", "F", "F", "H", "H", "H", "H", "H", "C", "C", "O", "C", "O", "C", "F", "F", "F", "H", "H", "H", "H", "H", "C", "C", "O", "C", "O", "C", "F", "F", "F", "H", "H", "H", "H", "H"],
  "coordinates": [[-11.113, 17.377, -1.603], [-12.081, 17.235, -1.351], [-11.018, 18.309, -1.224], [-10.958, 17.279, -2.596], [-10.487, 16.780, -1.081], [-13.618, 15.354, -2.036], [-12.696, 14.956, -2.146], [-13.581, 15.858, -1.161], [-14.347, 14.665, -1.915], [-13.672, 15.965, -2.838], [-11.183, 21.130, -2.461], [-11.234, 20.701, -1.548], [-10.389, 20.813, -2.999], [-11.189, 22.139, -2.426], [-12.024, 20.837, -2.939], [-11.759, 16.064, 2.096], [-10.879, 15.994, 1.606], [-12.220, 15.234, 2.442], [-12.372, 16.455, 1.395], [-11.501, 16.799, 2.740], [-9.082, 18.772, 0.930], [-8.511, 19.089, 0.160], [-9.139, 17.765, 0.879], [-9.998, 19.168, 0.774], [-8.696, 19.064, 1.817], [-13.334, 17.165, 0.079], [-13.835, 18.485, 0.377], [-12.605, 19.594, 0.562], [-11.393, 19.749, -0.141], [-14.397, 18.510, 1.311], [-14.502, 18.804, -0.423], [-12.364, 19.414, 1.610], [-13.137, 20.536, 0.431], [-17.001, 15.823, 0.543], [-18.064, 16.081, -0.481], [-17.764, 17.214, -1.364], [-16.963, 17.012, -2.464], [-16.418, 15.930, -2.755], [-16.693, 18.362, -3.205], [-15.506, 18.865, -2.812], [-16.604, 18.244, -4.523], [-17.683, 19.239, -2.864], [-16.073, 15.448, 0.113], [-17.373, 15.161, 1.326], [-16.834, 16.795, 1.008], [-19.031, 16.239, -0.002], [-18.036, 15.099, -0.953], [-16.888, 21.495, -0.381], [-15.422, 21.885, -0.646], [-15.322, 23.193, -1.182], [-14.218, 23.620, -1.810], [-13.203, 22.953, -2.101], [-14.283, 25.119, -2.235], [-13.143, 25.710, -1.959], [-14.284, 25.087, -3.542], [-15.309, 25.761, -1.699], [-17.325, 21.326, -1.365], [-17.466, 22.309, 0.057], [-17.068, 20.591, 0.202], [-15.023, 21.112, -1.303], [-14.880, 21.894, 0.300], [-11.329, 24.042, 0.938], [-10.098, 23.074, 0.955], [-8.917, 23.583, 0.326], [-8.903, 23.797, -1.072], [-9.841, 23.557, -1.824], [-7.577, 24.460, -1.510], [-7.043, 23.679, -2.484], [-7.884, 25.667, -2.107], [-6.675, 24.670, -0.519], [-11.162, 24.977, 1.473], [-12.217, 23.545, 1.328], [-11.667, 24.359, -0.049], [-10.320, 22.200, 0.342], [-9.873, 22.659, 1.937], [-14.431, 19.337, 4.010], [-14.806, 17.876, 4.345], [-14.210, 17.495, 5.575], [-12.900, 17.081, 5.619], [-12.169, 16.991, 4.610], [-12.400, 16.954, 7.092], [-13.333, 17.089, 8.074], [-11.725, 15.830, 7.315], [-11.463, 17.870, 7.264], [-13.352, 19.488, 4.034], [-14.865, 20.097, 4.661], [-14.909, 19.572, 3.059], [-14.563, 17.141, 3.577], [-15.895, 17.844, 4.356], [-10.407, 20.306, 4.699], [-10.992, 21.674, 5.103], [-10.643, 21.693, 6.454], [-11.362, 22.450, 7.287], [-12.439, 22.937, 6.953], [-10.655, 22.604, 8.649], [-11.049, 23.744, 9.220], [-11.065, 21.623, 9.483], [-9.300, 22.486, 8.520], [-9.327, 20.387, 4.824], [-10.558, 20.151, 3.631], [-10.866, 19.470, 5.228], [-12.070, 21.560, 4.984], [-10.660, 22.535, 4.522]],
  "forces_ev_per_a": [[0.4, -0.5, -0.3], [-1.2, -0.6, 0.7], [0.4, 1.9, 0.3], [0.3, 0.2, -0.5], [0.1, -0.6, -0.1], [1.3, -0.2, 0.1], [0.1, -1.3, 0.0], [-0.5, 1.1, 0.7], [-0.7, -0.5, -0.9], [-1.4, 0.2, -0.4], [-0.3, -0.4, -1.3], [0.1, 0.0, 1.2], [0.5, 0.1, -0.2], [0.1, 1.2, 0.3], [-0.5, 0.3, -0.5], [1.1, 1.0, -1.1], [0.3, -1.7, 0.0], [0.6, -0.5, 0.9], [-1.4, 0.8, -0.8], [-1.0, 0.0, 1.9], [0.7, -0.5, -0.1], [0.8, 0.3, -0.2], [0.4, -0.3, 0.3], [-1.6, 0.9, -0.3], [0.5, 0.2, 0.6], [-0.1, 3.1, 0.6], [0.0, -3.7, -1.7], [2.7, 1.8, 0.1], [-2.0, -2.2, 0.5], [0.5, 0.1, 0.3], [0.3, 0.3, -0.4], [-0.1, -0.1, 0.3], [-0.6, -0.1, 0.0], [0.2, 1.7, 0.8], [0.3, -1.7, -0.2], [1.3, -0.7, -1.7], [0.0, -2.7, 1.8], [-0.9, 3.1, 0.6], [-2.1, 0.6, -0.4], [0.5, 0.1, 0.7], [-0.4, -0.3, 0.7], [1.6, -0.9, -0.7], [0.0, -0.1, 0.0], [0.0, -0.2, -0.2], [0.5, 0.0, 0.5], [0.1, 0.4, -0.4], [-0.9, 0.5, -1.2], [-0.2, 1.0, -1.1], [-0.5, -1.2, 1.1], [0.8, 0.8, -1.0], [1.3, -1.7, 0.1], [-2.6, 0.9, 1.1], [0.2, -0.6, 0.2], [0.7, 0.5, 1.5], [-1.3, 0.0, -1.5], [0.4, -0.2, -0.4], [-0.2, -0.1, 0.1], [0.2, 0.0, 0.2], [0.5, 0.0, 0.1], [0.4, 0.3, -0.3], [0.3, 0.0, 0.1], [0.5, -0.2, -0.1], [-1.5, 0.1, -1.6], [0.7, 0.9, -2.1], [-2.3, -0.4, 2.2], [2.1, 0.0, 1.4], [1.1, 1.8, -1.2], [-0.2, 0.3, 1.1], [0.3, -1.8, 1.2], [-1.5, -0.6, -1.4], [0.2, -0.3, 0.3], [0.2, -0.1, 0.5], [0.6, -0.2, -0.3], [-0.6, -0.4, -0.1], [0.5, 0.7, 0.1], [-0.2, -0.5, -0.1], [0.0, 1.2, -0.7], [2.1, -1.2, 1.0], [-1.6, 1.3, -2.3], [-1.6, -0.1, 2.4], [0.5, -0.7, 2.4], [0.8, -0.1, -2.1], [-0.9, -0.9, -0.7], [-0.1, 1.6, -0.4], [0.1, 0.0, -0.4], [-0.1, -0.4, 0.5], [0.4, 0.1, -0.4], [0.5, 0.1, -0.2], [0.0, -0.3, 1.0], [0.5, 1.1, -0.9], [-1.0, -2.3, -0.4], [0.9, 0.7, 0.9], [-2.6, 1.2, -1.5], [2.5, -0.9, 1.3], [0.0, -0.3, 1.4], [0.9, -0.4, -0.7], [0.3, 0.1, -0.7], [-1.6, 0.7, 0.1], [0.0, -0.5, 0.4], [-0.3, -0.1, -0.6], [0.3, 0.2, 0.2], [-0.2, 0.6, 0.1], [0.3, 0.0, 0.3]]
}